(1)
Formula: C5H17NO4S
Source: the Open Molecules 2025 dataset
Level of theory: ωB97M-V/def2-TZVPD

```
28
Properties=species:S:1:pos:R:3:forces:R:3:mulliken_charge:R:1
C -2.651 0.294 -0.792 -0.18 0.06 -0.08 -0.3588
N -1.737 -0.613 -1.473 0.10 -0.08 0.08 -0.4482
C -0.583 -1.009 -0.657 0.05 0.06 -0.38 0.7678
C -0.508 -2.520 -0.492 -0.50 -0.30 0.37 -1.1233
S -2.004 -3.311 0.159 0.17 0.10 -0.13 -0.1155
C 0.762 -0.496 -1.237 0.20 0.28 0.51 -1.1075
O 1.369 0.452 -0.408 -0.19 0.11 -0.23 -0.5888
C -2.093 1.702 -0.727 0.38 0.19 -0.15 -1.0164
H -2.884 -0.058 0.223 0.04 0.00 0.07 0.2712
H -3.603 0.288 -1.333 0.11 0.03 -0.09 0.4195
H -2.253 -1.432 -1.758 -0.05 -0.13 0.05 0.2455
H -0.657 -0.548 0.334 -0.07 -0.09 0.00 0.2017
H -0.308 -3.030 -1.444 0.02 0.10 -0.03 0.3760
H 0.292 -2.804 0.188 0.24 0.04 -0.06 0.4410
H 0.557 -0.038 -2.202 -0.10 0.00 -0.17 0.3440
H 1.449 -1.335 -1.395 0.03 -0.17 -0.06 0.3839
H -2.826 2.398 -0.326 -0.10 0.08 0.05 0.4168
H -1.205 1.760 -0.097 -0.03 -0.08 0.10 0.1164
H -1.768 2.050 -1.716 -0.25 -0.12 0.09 0.2683
H 2.876 0.331 2.221 0.08 0.34 0.64 0.3975
H 2.062 0.696 3.611 0.14 0.11 -0.06 0.2640
O 2.763 1.073 3.066 -0.18 -0.31 -0.27 -0.8913
H 1.064 2.003 0.671 -0.04 0.29 -0.08 0.4885
H 1.817 2.217 1.946 -0.33 0.42 0.02 0.3954
O 1.193 2.697 1.342 0.33 -0.59 0.15 -0.7600
H 3.841 -0.251 0.797 -0.31 -0.21 0.24 0.2444
H 2.020 0.012 0.270 0.10 -0.12 -0.02 0.3642
O 3.016 -0.527 1.227 0.32 -0.03 -0.57 -0.9962
```
Positions in Å, forces in eV/Å.

- electronic energy (Ha) = -954.61317
- LUMO (alpha / beta) (hartree) = 0.1016 / 0.0147
- charge = -1
- 2S+1 = 2
- HOMO-LUMO gap (alpha / beta) (eV) = 8.2 / 5.8
- HOMO level (alpha / beta) (eV) = -5.40 / -5.40
- energy above the lowest of the compared OMol25 structures with the same formula, charge and spin (kcal per mole) = 0.0



(2)
Formula: C5H17NO5
Source: the Open Molecules 2025 dataset
Level of theory: ωB97M-V/def2-TZVPD

```
28
Properties=species:S:1:pos:R:3:forces:R:3:mulliken_charge:R:1
C 1.426 -1.519 -1.860 -0.05 -0.65 -0.22 -1.5916
C 0.579 -1.323 -0.603 0.80 -0.83 -1.01 0.1704
C -0.069 0.102 -0.553 -0.66 -0.43 2.00 0.0365
C -1.472 0.049 0.075 -0.45 -0.15 -0.34 -0.5426
C -1.966 1.468 0.312 -0.86 0.38 -0.83 0.3584
O -2.776 1.781 -0.706 0.05 -0.71 -0.35 -0.4406
O -1.675 2.213 1.211 0.10 -0.27 -0.11 -0.6323
N 1.383 -1.641 0.547 0.89 3.24 0.66 -0.0770
H 1.615 -2.576 -2.068 0.08 0.08 0.20 0.4208
H 0.929 -1.140 -2.751 -0.14 0.13 0.17 0.4032
H 2.377 -1.001 -1.763 0.06 0.16 -0.01 0.4384
H -0.221 -2.088 -0.556 -0.28 0.22 -0.25 0.3566
H 0.519 0.750 0.093 0.26 -0.29 -0.34 -0.3343
H -0.090 0.512 -1.555 0.12 -0.08 -0.15 0.4667
H -1.560 -0.517 1.004 0.62 0.43 0.30 0.2197
H -2.171 -0.464 -0.591 0.06 0.25 -0.15 0.5246
H -3.139 2.671 -0.783 0.24 0.39 0.68 0.3909
H 2.411 -1.582 0.484 -0.15 -1.11 -0.73 0.3791
H 1.243 -1.053 1.389 -1.02 -0.79 0.13 0.3359
H 2.343 3.123 -0.839 -0.14 -0.05 0.15 0.3264
H 1.359 2.291 0.034 0.74 0.66 -0.13 0.4958
O 1.756 2.358 -0.849 -0.15 -0.26 -0.14 -0.6125
H -0.944 -3.416 1.328 -0.49 -0.40 0.25 0.3223
H -1.876 -2.256 1.218 -0.49 -0.06 0.13 0.2568
O -1.883 -3.192 1.440 0.93 0.22 -0.31 -0.6258
H 0.922 2.119 2.843 0.34 0.17 -0.54 0.3218
H 0.015 2.178 1.632 0.14 0.24 0.29 0.3646
O 0.967 2.152 1.869 -0.54 -0.49 0.64 -0.7323
```
Positions in Å, forces in eV/Å.

- electronic energy (Ha) = -631.33544
- LUMO (alpha / beta) (hartree) = -0.1219 / -0.3263
- charge = +1
- 2S+1 = 2
- HOMO-LUMO gap (alpha / beta) (eV) = 11.2 / 5.6
- HOMO level (alpha / beta) (eV) = -14.50 / -14.50
- energy above the lowest of the compared OMol25 structures with the same formula, charge and spin (kcal per mole) = 0.0



(3)
Formula: C5H17O6P
Source: the Open Molecules 2025 dataset
Level of theory: ωB97M-V/def2-TZVPD

```
29
Properties=species:S:1:pos:R:3:forces:R:3:mulliken_charge:R:1
C 0.545 -3.901 -1.281 0.17 -0.21 -0.38 -0.6265
O -0.042 -2.851 -2.049 0.01 -0.02 0.08 -0.4959
H -0.219 -4.276 -0.604 0.12 0.07 0.19 0.2299
H 0.866 -4.731 -1.917 -0.14 0.01 -0.02 0.3525
H 1.434 -3.555 -0.750 -0.17 0.09 0.21 0.2424
H 0.311 -2.877 -2.940 0.00 0.07 -0.01 0.2884
C -2.401 -0.359 -1.524 0.21 -0.06 -0.26 -0.5470
O -2.066 -1.298 -0.519 -0.27 -0.11 0.06 -0.4814
H -2.216 -0.754 -2.530 0.07 -0.03 0.06 0.2845
H -3.466 -0.135 -1.480 0.04 0.10 0.22 0.2527
H -1.809 0.553 -1.400 -0.21 0.12 -0.02 0.1274
H -1.378 -1.869 -0.874 0.12 0.03 -0.09 0.3595
C 1.181 0.553 -1.196 -0.15 -0.07 -0.64 -0.6615
O 0.572 0.470 0.093 0.25 -0.10 -0.21 0.0613
P 0.381 1.796 0.916 -0.06 -0.02 0.76 0.8816
O -0.510 2.810 0.373 -0.11 0.38 -0.63 -0.6730
O -0.061 1.292 2.342 0.03 -0.28 0.28 -0.3794
C -1.198 0.421 2.464 -0.03 -0.16 -0.54 -0.4851
O 1.883 2.230 1.178 0.00 0.12 0.00 -0.3325
C 2.100 3.341 2.045 0.21 0.38 0.42 -0.7140
H 1.800 1.442 -1.318 0.07 -0.03 0.22 0.3746
H 0.418 0.580 -1.977 -0.10 -0.01 0.16 0.2384
H 1.780 -0.340 -1.351 0.05 0.00 0.17 0.1965
H -1.718 0.331 1.509 0.00 -0.06 0.05 0.1739
H -1.899 0.804 3.198 0.20 0.11 0.19 0.2785
H -0.813 -0.559 2.735 -0.18 -0.04 0.14 0.2242
H 1.728 4.272 1.617 -0.04 -0.09 -0.13 0.2965
H 3.170 3.425 2.222 0.01 -0.07 -0.20 0.2442
H 1.626 3.185 3.016 -0.10 -0.10 -0.10 0.2892
```
Positions in Å, forces in eV/Å.

- electronic energy (Ha) = -993.55240
- SMILES = COP(=O)(OC)OC.CO.CO
- LUMO (hartree) = 0.0177
- HOMO-LUMO gap (eV) = 10.3
- HOMO level (eV) = -9.87
- energy above the lowest of the compared OMol25 structures with the same formula, charge and spin (kcal per mole) = 0.0



(4)
Formula: C5H18F6O11SY
Source: the Open Molecules 2025 dataset
Level of theory: ωB97M-V/def2-TZVPD

```
42
Properties=species:S:1:pos:R:3:forces:R:3:mulliken_charge:R:1
Y 3.624 8.008 -11.854 -0.13 0.17 0.26 1.6418
C 3.140 15.243 -9.001 -0.79 -0.17 0.13 0.6116
F 3.272 15.892 -10.181 -0.05 -0.81 0.89 -0.2073
F 4.329 14.924 -8.512 0.45 -0.11 -0.31 -0.2143
F 2.583 16.096 -8.118 -0.04 -0.67 -0.77 -0.2020
S 2.073 13.602 -9.136 -2.95 0.18 -0.85 1.0554
O 0.929 14.023 -10.045 2.35 -0.54 2.07 -0.5718
O 2.806 12.514 -9.828 0.16 1.26 0.91 -0.5632
O 1.690 13.322 -7.734 0.96 0.50 -2.25 -0.5651
C 2.663 2.348 -8.975 1.25 3.58 -0.35 0.0442
O 2.970 2.673 -7.628 -0.27 -1.76 -0.68 -0.2293
O 3.082 3.429 -9.767 -0.51 -2.84 1.04 -0.5069
C 3.054 0.896 -9.445 0.05 -0.94 -1.22 0.7806
F 4.291 0.558 -9.202 1.29 0.55 0.60 -0.2356
F 2.317 -0.014 -8.764 -0.41 0.70 -0.80 -0.2282
F 2.934 0.703 -10.814 -0.86 0.63 1.84 -0.2557
C 2.359 1.904 -6.551 1.56 0.77 1.25 -0.0787
C 2.924 2.586 -5.309 -0.49 0.42 0.66 -1.3164
H 3.992 2.551 -5.092 0.17 -0.24 -0.90 0.3406
H 2.636 3.636 -5.364 0.00 0.06 0.31 0.3081
H 2.516 2.140 -4.403 -0.49 0.07 -0.05 0.3954
H 2.679 0.866 -6.455 -0.17 -0.13 -0.93 0.2867
H 1.275 2.006 -6.507 -0.04 -0.11 -0.50 0.2820
H 1.580 2.451 -9.039 -1.01 -0.41 -0.41 0.3068
O 0.066 7.816 -10.121 0.57 -0.08 -0.41 -0.6021
H -0.753 8.113 -10.518 -0.24 0.16 -0.15 0.3133
H -0.169 7.602 -9.218 0.05 -0.04 0.33 0.3104
O 3.999 10.796 -14.657 -0.01 -0.54 0.36 -0.5946
H 4.398 10.633 -15.512 0.14 -0.06 -0.26 0.3097
H 3.646 11.683 -14.722 -0.16 0.34 0.13 0.3135
O 7.126 9.534 -11.161 -0.60 -0.46 -0.25 -0.6000
H 7.773 9.483 -11.864 0.22 0.02 -0.18 0.3086
H 7.505 10.147 -10.530 -0.03 0.24 0.32 0.3129
O 1.167 6.804 -14.778 0.41 0.24 0.47 -0.6042
H 1.145 7.353 -15.562 0.00 0.19 -0.25 0.3177
H 0.538 6.105 -14.957 -0.18 -0.28 0.05 0.3084
O 6.375 6.409 -14.402 -0.44 0.38 0.36 -0.6084
H 7.138 6.982 -14.324 0.28 0.12 -0.09 0.3187
H 6.733 5.571 -14.695 0.02 -0.35 -0.09 0.3119
O 4.461 7.465 -7.699 -0.10 0.06 -0.55 -0.6265
H 4.277 6.551 -7.484 -0.08 -0.33 0.07 0.3175
H 4.907 7.809 -6.924 0.12 0.23 0.20 0.3146
```
Positions in Å, forces in eV/Å.

- electronic energy (Ha) = -2063.99224
- LUMO (hartree) = -0.3151
- charge = +1
- HOMO-LUMO gap (eV) = 1.8
- HOMO level (eV) = -10.36